C5H8O | ωB97M-V/def2-TZVPD

Geometry as XYZ:
```
14
Properties=species:S:1:pos:R:3:forces:R:3
C 1.8760 -0.1479 -0.7639 -3.356 -0.709 0.731
C -1.7853 -0.3049 -0.1026 2.260 -0.100 1.218
C 0.7626 -0.6471 -0.1370 -0.001 0.428 0.558
C -2.4593 -0.0602 -1.3883 1.390 -3.434 -1.090
C 0.7148 -1.6871 0.9888 0.553 -0.668 -1.899
O -2.0775 -0.4731 1.0212 -0.330 0.041 -1.013
H 1.6207 0.5510 -1.5958 1.129 -0.547 0.702
H 2.8634 -0.5253 -0.4356 -0.431 0.578 -0.563
H -1.7258 -0.4950 -2.1694 -1.617 0.480 1.047
H -2.4940 0.9352 -1.5831 0.067 3.199 -0.365
H -3.4836 -0.4385 -1.4372 0.191 -0.307 0.061
H 1.1368 -2.5491 0.4562 -0.143 -0.327 0.205
H -0.2250 -2.0424 1.4013 -0.325 0.599 -0.279
H 1.3842 -1.5689 1.8088 0.613 0.767 0.687
```
Forces are in eV/Å.

Output
* calculated total energy: -7357.2926 eV
* relative energy (zero: lowest compared OMol25 entry of this formula, charge and spin): 478.8 kJ/mol
* maximum force: 3.861 eV Å⁻¹
* LUMO energy (spin up / spin down): 0.448 / 0.491 eV
* HOMO energy (spin up / spin down): -7.6905 / -8.0585 eV



C5H8O | ωB97M-V/def2-TZVPD

Geometry as XYZ:
```
14
Properties=species:S:1:pos:R:3:forces:R:3
C -0.5026 -1.5613 0.8511 -0.165 0.176 -0.053
C -0.2952 -0.2156 0.1418 0.103 -0.503 0.177
C 1.0954 0.0143 -0.4810 0.248 -0.036 -0.074
C 0.4757 1.3694 -0.1891 0.269 0.523 -0.119
C -0.8640 0.9625 -0.8223 -0.033 -0.077 0.047
O -0.0074 0.8645 1.0990 0.268 0.170 0.256
H 0.1884 -1.4697 1.7048 -0.289 -0.061 -0.184
H -0.1418 -2.4296 0.2779 -0.276 0.474 -0.149
H -1.4925 -1.7881 1.2526 -0.010 0.242 -0.196
H 1.8963 -0.2740 0.2031 0.009 0.046 -0.141
H 1.2863 -0.2758 -1.5179 -0.160 0.054 0.116
H 0.9661 2.3413 -0.1483 -0.171 0.005 -0.215
H -1.6410 1.6537 -0.4639 -0.142 -0.853 0.169
H -0.9637 0.8083 -1.9078 0.348 -0.161 0.367
```
Forces are in eV/Å.

Output
* calculated total energy: -7358.9828 eV
* relative energy (zero: lowest compared OMol25 entry of this formula, charge and spin): 315.7 kJ/mol
* maximum force: 0.881 eV Å⁻¹
* LUMO energy: 1.068 eV
* HOMO energy: -9.4106 eV



C5H8O | ωB97M-V/def2-TZVPD

Geometry as XYZ:
```
14
Properties=species:S:1:pos:R:3:forces:R:3
C -1.2662 -0.7090 -0.6121 -0.025 0.087 0.047
C -0.3762 0.5242 -0.6078 -0.186 -0.007 -0.068
C -0.0379 1.2958 0.6332 -0.043 0.093 0.074
C 1.0098 0.4201 -0.0001 0.216 -0.139 0.066
C 1.3008 -0.9026 0.6320 0.109 -0.059 -0.159
O 1.9760 -1.7618 0.1184 -0.125 0.359 0.257
H -1.5701 -1.0050 0.3984 0.069 0.076 -0.125
H -2.1734 -0.5447 -1.2000 0.097 0.049 0.131
H -0.7311 -1.5534 -1.0541 -0.099 0.023 -0.027
H -0.4205 1.1164 -1.5198 0.058 -0.133 0.147
H -0.4529 0.9649 1.5874 0.066 -0.010 -0.272
H 0.0896 2.3717 0.5538 -0.028 -0.196 0.007
H 1.8393 0.8598 -0.5496 -0.169 -0.103 0.098
H 0.8128 -1.0766 1.6200 0.061 -0.042 -0.174
```
Forces are in eV/Å.

Output
* calculated total energy: -7360.9933 eV
* relative energy (zero: lowest compared OMol25 entry of this formula, charge and spin): 121.8 kJ/mol
* maximum force: 0.459 eV Å⁻¹
* SMILES: C[C@H]1C[C@H]1C=O
* LUMO energy: 1.075 eV
* HOMO energy: -9.8071 eV



C5H8O | ωB97M-V/def2-TZVPD

Geometry as XYZ:
```
14
Properties=species:S:1:pos:R:3:forces:R:3
C -1.5387 -0.2422 0.3466 0.035 -0.024 -0.007
C -0.0972 0.1705 0.1787 -0.087 -0.108 -0.219
C 0.3293 1.1461 -0.8634 -0.035 0.202 -0.039
C 0.8191 -0.2813 -0.9076 0.151 -0.188 -0.077
C 1.3706 -0.6068 1.9042 -0.410 0.110 0.030
O 0.6009 0.3333 1.4433 0.090 -0.141 0.220
H -1.6335 -1.2353 0.7991 0.105 0.130 -0.046
H -2.0780 0.4752 0.9758 0.183 -0.085 -0.075
H -2.0417 -0.2645 -0.6266 0.178 -0.008 0.125
H 1.0407 1.9095 -0.5633 -0.075 -0.127 -0.079
H -0.4067 1.4603 -1.5981 0.054 -0.020 0.188
H 0.4891 -0.9778 -1.6702 -0.111 0.186 0.047
H 1.8478 -0.4290 -0.5880 -0.182 -0.026 -0.230
H 1.2983 -1.4577 1.1693 0.104 0.098 0.163
```
Forces are in eV/Å.

Output
* calculated total energy: -7358.0816 eV
* relative energy (zero: lowest compared OMol25 entry of this formula, charge and spin): 402.7 kJ/mol
* maximum force: 0.426 eV Å⁻¹
* LUMO energy: 0.881 eV
* HOMO energy: -8.5045 eV



C5H8O | ωB97M-V/def2-TZVPD

Geometry as XYZ:
```
14
Properties=species:S:1:pos:R:3:forces:R:3
C -0.0260 -1.4285 -0.4300 0.043 -0.024 -0.058
C -0.7895 -0.4991 0.4745 -0.042 -0.002 0.236
C 0.0199 0.7041 0.9211 -0.070 0.021 -0.050
C 0.8761 1.0905 -0.2943 0.140 0.019 0.169
O 0.1036 0.7529 -1.4528 0.033 0.000 -0.193
C -0.6086 -0.4125 -1.3958 0.226 -0.154 -0.161
H 1.0557 -1.4682 -0.3086 -0.172 0.079 0.036
H -0.4615 -2.4202 -0.5450 0.091 0.179 -0.006
H -1.5329 -0.9129 1.1557 0.107 0.044 -0.141
H 0.6626 0.4671 1.7764 -0.098 -0.019 -0.136
H -0.6455 1.5220 1.2133 0.086 -0.083 -0.022
H 1.8389 0.5658 -0.2911 -0.172 0.020 -0.039
H 1.0785 2.1618 -0.3591 -0.037 -0.149 0.038
H -1.5712 -0.1229 -0.4643 -0.136 0.070 0.328
```
Forces are in eV/Å.

Output
* calculated total energy: -7358.2852 eV
* relative energy (zero: lowest compared OMol25 entry of this formula, charge and spin): 383.1 kJ/mol
* maximum force: 0.362 eV Å⁻¹
* LUMO energy: 1.014 eV
* HOMO energy: -8.2591 eV



C5H8O | ωB97M-V/def2-TZVPD

Geometry as XYZ:
```
14
Properties=species:S:1:pos:R:3:forces:R:3
C -0.9094 -1.1447 -0.0478 -0.208 0.045 -0.052
C -0.9502 0.3648 0.1790 -0.238 -0.082 -0.080
C -0.2678 1.0024 1.2475 -0.052 0.146 -0.075
C 0.6353 0.7381 0.2192 0.257 -0.034 -0.154
C 1.3055 -0.5845 -0.0667 0.158 0.186 -0.068
O 0.3813 -1.5917 0.2905 0.018 -0.093 0.013
H -1.6188 -1.6856 0.5855 0.074 0.088 -0.076
H -1.1417 -1.3447 -1.1056 0.034 0.025 0.131
H 0.0666 1.1813 -1.3160 0.013 -0.082 0.200
H -1.6342 0.9303 -0.4782 0.072 -0.062 0.103
H -0.4976 1.9473 1.7231 0.031 -0.145 -0.091
H 0.8613 1.5492 -0.6417 -0.003 -0.027 0.101
H 2.1990 -0.7333 0.5456 -0.121 0.055 -0.075
H 1.5706 -0.6290 -1.1343 -0.037 -0.020 0.123
```
Forces are in eV/Å.

Output
* calculated total energy: -7355.9282 eV
* relative energy (zero: lowest compared OMol25 entry of this formula, charge and spin): 610.5 kJ/mol
* maximum force: 0.301 eV Å⁻¹
* LUMO energy: 0.390 eV
* HOMO energy: -8.1110 eV



C5H8O | ωB97M-V/def2-TZVPD

Geometry as XYZ:
```
14
Properties=species:S:1:pos:R:3:forces:R:3
O 1.3147 -1.4887 0.1227 0.162 0.074 -0.136
C 0.8561 -0.5484 1.0500 -0.088 0.189 0.255
C 0.4331 0.8226 0.6340 0.179 0.259 -0.001
C -0.2051 0.7930 -0.7567 0.009 0.081 -0.125
C -1.2139 -0.2811 -0.2651 -0.105 -0.067 -0.064
C -0.5908 -0.2071 1.1274 -0.207 -0.154 0.212
H 1.9864 -1.0447 -0.4090 -0.033 -0.218 0.025
H 1.3553 -0.5973 2.0195 -0.069 0.028 -0.193
H 0.8134 1.7108 1.1308 -0.072 -0.146 -0.069
H 0.4422 0.5192 -1.5987 -0.075 0.030 0.159
H -0.6971 1.7396 -0.9935 0.053 -0.141 0.028
H -2.2507 0.0625 -0.2961 0.173 -0.024 0.010
H -1.1399 -1.2627 -0.7411 -0.037 0.146 0.050
H -1.1350 -0.2229 2.0672 0.110 -0.055 -0.151
```
Forces are in eV/Å.

Output
* calculated total energy: -7360.2916 eV
* relative energy (zero: lowest compared OMol25 entry of this formula, charge and spin): 189.5 kJ/mol
* maximum force: 0.334 eV Å⁻¹
* SMILES: O[C@H]1[C@H]2CC[C@@H]12
* LUMO energy: 0.969 eV
* HOMO energy: -9.6048 eV



C5H8O | ωB97M-V/def2-TZVPD

Geometry as XYZ:
```
14
Properties=species:S:1:pos:R:3:forces:R:3
C 1.4771 0.8071 0.7855 -0.322 -0.250 0.181
C 0.2350 1.1589 1.1326 0.096 -0.346 -0.047
C -0.8252 1.0818 0.1126 0.064 -0.180 -0.224
C -0.7179 0.1667 -0.8647 0.008 0.174 0.044
C 0.4066 -0.8211 -1.0249 0.173 -0.223 0.204
O 0.6954 -1.7259 -0.2722 -0.089 0.406 -0.578
H 1.7287 0.7239 -0.2721 0.107 0.200 0.356
H 2.1689 0.3290 1.4718 0.232 0.773 0.150
H -0.0572 1.3131 2.1755 0.121 -0.178 -0.303
H -1.7283 1.6933 0.1750 0.342 -0.031 -0.055
H -1.4348 0.1391 -1.6853 -0.014 0.020 0.151
H 0.9950 -0.6824 -1.9568 -0.151 -0.094 -0.058
H -1.1868 -2.2414 0.1653 -0.358 -0.109 0.090
H -1.8948 -2.0659 0.0174 -0.212 -0.163 0.089
```
Forces are in eV/Å.

Output
* calculated total energy: -7358.7915 eV
* relative energy (zero: lowest compared OMol25 entry of this formula, charge and spin): 334.2 kJ/mol
* maximum force: 0.821 eV Å⁻¹
* SMILES: C=C/C=C\C=O.[H][H]
* LUMO energy: 0.358 eV
* HOMO energy: -9.2117 eV